No. 1
41
Properties=species:S:1:pos:R:3:forces:R:3 method="wB97M-V/def2-TZVPD" homo_ev=-3.13 homo_lumo_gap_ev=5.8 total_charge=-1
H -3.9311 3.1720 -0.4628 -0.14 -0.12 0.28
C 2.4614 -1.2913 0.7171 -0.07 0.24 0.86
C -0.5531 -2.6750 0.2704 -1.49 -0.18 -0.35
C -1.6280 -0.2820 0.6031 -0.63 0.95 -0.91
C 1.3505 -1.4757 1.8117 0.39 -0.97 0.33
H 0.0598 2.3837 2.4411 -0.14 -0.25 0.08
F 2.0259 -1.9737 2.8665 0.59 -0.79 0.48
O -0.8942 2.2388 2.3662 0.64 0.63 -0.41
F 3.5617 0.3443 -0.5326 1.11 -0.24 -0.10
F 3.6821 0.1610 -3.2241 1.78 0.02 0.07
H -0.6972 1.9229 -1.1912 0.34 -0.28 0.16
C -2.8678 0.5714 0.2121 0.33 -0.08 0.48
H -3.3968 0.8706 1.1173 0.02 0.04 0.13
H -0.7635 0.2400 0.1772 0.29 -0.17 0.28
C 1.9010 -0.5873 -1.8206 0.89 1.65 -0.01
H -1.8981 4.0535 -1.5314 0.08 0.06 0.03
F 1.5955 0.8135 0.0036 -1.40 0.76 0.91
F 2.2789 1.6660 -2.5746 0.23 1.50 0.74
H -2.9036 1.8781 -2.3477 -0.03 0.00 -0.11
F 3.5593 -0.9674 1.4015 0.66 0.83 0.74
H -1.5919 -0.2978 1.6819 0.42 -0.35 0.13
C 2.4500 0.4246 -2.8950 -1.21 -1.29 -0.01
C 2.3359 -0.1926 -0.3743 0.82 -0.42 -1.32
C -1.7135 -1.6442 -0.0301 0.09 0.73 1.67
F 2.7380 -2.4893 0.2349 -0.26 -1.12 -1.03
F 0.8791 -0.3544 2.2813 -0.91 1.72 -0.43
F -2.8531 -2.2284 0.3915 -0.62 -0.68 0.54
F -1.8415 -1.5504 -1.3430 0.30 -0.02 -1.49
P -1.5905 3.4986 1.4418 -0.96 0.88 0.79
F 0.2364 -2.7904 -0.7937 1.16 0.44 -0.28
F 0.7611 -3.7237 1.8569 0.89 -1.10 -0.27
F -0.6786 -2.3605 2.5495 -0.98 0.62 0.98
C 0.2178 -2.5434 1.5985 0.28 0.48 -0.82
F 0.6040 -0.4723 -1.8910 -1.68 -0.37 -0.04
H -3.5875 -0.0008 -0.3644 -0.02 0.08 -0.37
Sb -2.3330 2.4944 -0.8043 -0.29 -0.04 -1.15
O -0.3335 4.5759 1.0660 0.26 -1.33 0.64
F -1.1506 -3.8752 0.3643 -0.31 -0.82 0.28
H 0.4650 4.0393 0.9282 0.01 0.38 -0.52
F 2.3147 -1.7750 -2.2193 0.24 -1.10 0.00
F 1.7286 0.2019 -3.9824 -0.72 -0.28 -0.99


No. 2
44
Properties=species:S:1:pos:R:3:forces:R:3 method="wB97M-V/def2-TZVPD" homo_ev=-1.22 homo_lumo_gap_ev=4.9 e_above_lowest_kj_mol=486.15 total_charge=-2
S 2.2687 -0.5962 2.5503 0.16 0.12 -0.24
S 1.9126 -3.1168 -0.2526 0.00 -0.18 0.16
O 2.9883 -2.2460 -0.6397 0.02 -0.27 -0.03
Te -0.2735 0.9223 -2.0818 -0.70 0.18 -1.01
N 1.6779 -3.2515 1.2595 -0.23 0.15 0.25
C -0.5625 -3.8922 2.1490 0.09 -0.08 0.08
C -2.1735 0.9896 1.9090 -0.04 0.13 -0.04
H -3.1715 -2.3888 -0.0908 0.02 -0.01 -0.01
H 0.0321 2.2609 2.9392 -0.03 0.00 0.00
F -1.6828 -3.6364 2.8444 -0.03 0.01 -0.01
N 5.6100 0.4227 3.4941 0.04 0.08 -0.01
S 0.6305 -2.4420 2.2801 -1.43 -1.38 -0.55
Te -3.0701 4.8055 -5.7143 0.02 -0.03 0.17
F 1.2602 -5.5712 -0.9121 0.00 -0.02 0.02
F -0.0254 -5.0150 2.6519 -0.01 0.00 0.01
C 2.9344 0.3076 1.2017 -0.01 0.60 -0.28
H -2.4327 -1.7245 -1.5783 -0.01 0.01 -0.03
H 0.5855 2.5620 1.2724 0.00 -0.01 0.00
Te -1.6541 2.9539 -4.3814 -0.36 0.43 0.00
F 2.9977 -4.7782 -1.9298 -0.04 -0.01 -0.03
F 3.1453 -5.4072 0.1350 0.04 0.01 -0.02
C -2.8502 -0.2317 1.2910 0.01 -0.07 0.10
H -0.9935 3.1869 1.8013 0.00 -0.01 -0.05
Te -1.8934 3.0984 -1.5125 0.30 -0.67 -0.61
H -3.9152 0.0006 1.1643 -0.01 -0.05 0.02
H -2.1757 0.8780 3.0028 -0.02 0.02 0.00
C -0.2822 2.3589 1.8933 0.07 -0.02 0.12
O -0.3490 -1.5076 1.6320 0.59 -0.46 -0.26
O -2.2821 -0.5186 0.0348 0.27 -0.06 -0.07
S 2.0300 0.9013 -0.2676 1.31 -0.75 1.52
O 0.6759 -2.5197 3.7175 1.20 0.31 -0.05
H -3.9801 -1.0754 -1.0034 -0.01 -0.01 0.03
F -0.9331 -4.1624 0.8870 -0.05 0.05 -0.03
C 4.9749 0.6039 2.5496 -0.05 -0.18 -0.05
C -3.0139 -1.4840 -0.6901 -0.05 0.00 0.01
Sc 0.4690 -0.8663 -0.1824 -1.89 2.37 -0.05
C 4.1977 0.8267 1.3667 0.22 -0.14 0.13
O -0.8601 1.1511 1.4360 0.03 -0.09 -0.16
H -2.7450 1.8925 1.6594 0.00 -0.01 -0.04
O 0.6829 -2.8254 -1.0684 0.66 -0.03 0.78
C 2.3565 -4.8363 -0.7669 -0.01 -0.01 0.18
C 4.8430 1.6253 0.3695 -0.13 0.11 0.06
N 5.4041 2.2812 -0.3934 0.05 -0.04 0.00
H -2.7603 -1.1077 1.9421 0.02 0.00 -0.01


No. 3
24
Properties=species:S:1:pos:R:3:forces:R:3 method="wB97M-V/def2-TZVPD" homo_ev=-7.89 homo_lumo_gap_ev=8.1 e_above_lowest_kj_mol=0.00 total_charge=0
C -3.0577 -0.9458 -0.1951 -0.92 -1.93 0.73
H 1.5560 -1.5834 1.5872 -0.01 -0.99 1.01
H -0.2767 -2.0347 1.1680 0.06 -1.01 0.72
H -2.5096 -2.9241 0.1899 -0.63 -0.49 0.79
N -1.8839 2.4572 -0.3374 -0.84 -0.77 -4.73
C -2.1287 1.1792 0.0451 -2.48 -1.21 -0.93
C -0.0459 -0.8001 -0.4382 -1.08 -1.58 2.92
H -0.4751 -0.1860 -1.1724 -0.57 0.06 -1.24
H 3.6285 1.4227 -1.4908 1.14 1.90 -1.39
N -2.6962 0.2460 -0.6772 2.04 5.38 1.52
C -2.1968 -1.9053 0.1598 -0.81 -0.42 -0.45
C -0.8082 -1.6688 0.3280 2.67 2.71 -2.28
F -1.8907 1.0852 1.3958 -0.11 -0.28 -1.21
H 1.2899 1.1093 -1.8125 0.24 -1.16 0.52
H -1.6234 3.0952 0.3259 0.81 1.61 1.83
C 3.3011 -0.3509 1.1069 0.53 -0.50 0.67
H -2.0801 2.8502 -1.3466 0.46 -1.66 3.06
C 1.3109 -0.3789 -0.0948 -1.11 -0.34 -2.33
H 3.8804 -0.6618 1.9983 -0.02 0.38 -0.72
H -4.1478 -1.0680 -0.1260 0.44 -0.44 -0.35
C 1.8557 0.5369 -1.0423 -1.97 -0.08 1.49
C 3.0970 0.9369 -0.7570 1.63 -0.88 0.22
C 2.0517 -0.9334 0.9342 0.52 2.40 -1.28
N 3.8494 0.5223 0.2513 0.03 -0.69 1.45


No. 4
24
Properties=species:S:1:pos:R:3:forces:R:3 method="wB97M-V/def2-TZVPD" homo_ev=-7.32 homo_lumo_gap_ev=7.2 e_above_lowest_kj_mol=0.00 total_charge=0
C -0.2957 1.9593 -1.2011 -0.03 0.34 0.12
H 2.7783 -1.8659 1.1125 0.18 -0.18 0.16
I -3.0153 -1.9165 1.5460 0.18 0.28 0.03
H -0.3557 0.3845 -2.6533 0.01 -0.02 -0.12
H -1.4044 3.7388 -1.4347 0.01 0.20 0.13
H -1.7683 2.4034 -2.6342 -0.09 -0.10 -0.20
C -1.1971 2.7442 -1.7863 0.08 0.06 0.10
I -3.6054 1.3705 2.6631 0.11 -0.41 -0.14
C -2.1745 -0.0458 2.0341 -0.21 0.45 -0.06
C 2.1032 -1.5832 0.3320 0.15 0.03 -0.26
N 0.8393 -1.6134 -1.5124 -0.45 -0.31 -0.37
C 0.0117 0.6367 -1.6641 -0.10 -1.00 0.05
C 0.5931 -0.3605 -0.9719 -0.21 0.75 -0.30
C 1.7991 -2.2709 -0.7693 0.38 0.12 0.32
C -0.8749 0.2255 1.9287 -0.25 0.27 0.19
H 0.8071 -0.9045 2.4448 -0.07 -0.10 -0.01
H 2.1904 -3.2091 -1.1137 0.07 -0.19 -0.03
H 0.2583 2.3199 -0.3464 -0.01 0.11 0.15
H -0.2674 -1.6962 1.2829 0.04 0.04 0.07
I -0.1253 2.0960 2.5849 0.04 -0.27 -0.04
C 1.1915 -0.3798 0.4162 -0.05 -0.07 0.31
C 0.1925 -0.7434 1.5527 0.20 -0.03 -0.16
H 0.6133 -1.8434 -2.4650 0.08 0.06 0.09
H 1.7059 0.5539 0.6545 -0.06 -0.02 -0.03


No. 5
31
Properties=species:S:1:pos:R:3:forces:R:3 method="wB97M-V/def2-TZVPD" s2=6.02 homo_ev="-12.06 / -12.53" multiplicity=5 homo_lumo_gap_ev="8.0 / 7.1" total_charge=+1
C 0.2865 2.2445 2.1618 0.03 -0.25 -0.09
O 0.2611 -2.9609 1.4379 0.06 0.13 -0.03
O -0.2582 -0.8251 0.9876 -0.17 0.23 -0.17
N 0.1770 3.4008 2.8070 0.00 0.06 0.13
C -3.5233 1.9741 0.0717 -0.20 0.06 0.00
H 0.1690 0.2410 2.2227 -0.10 0.08 -0.15
H 1.3176 -4.1208 -0.6087 0.02 -0.01 -0.03
C -0.2150 0.9489 4.1843 -0.09 0.11 0.01
O -0.1616 1.0965 -2.8926 -0.01 0.13 -0.07
S 0.7360 2.3319 0.4756 -0.27 -0.35 -0.53
H 0.1847 0.9954 -5.2061 -0.03 0.11 0.06
H -1.2749 1.1243 4.3782 0.02 0.04 -0.03
H 0.0220 -0.0708 4.4725 0.01 0.01 0.00
H 0.3840 1.6266 4.7933 0.04 -0.05 0.02
N 0.2012 -1.1328 -1.5490 0.05 0.34 -0.04
O -4.5653 2.4431 0.2894 0.21 -0.08 -0.02
C 1.1201 -3.3040 -1.2889 -0.02 -0.01 -0.11
N 0.1030 1.1020 2.7715 0.09 0.08 0.35
Ir -0.7433 0.6656 -0.6152 -0.02 0.11 0.98
O 0.4063 0.1320 -4.8244 0.12 -0.22 -0.16
C 0.5508 -1.1418 -2.8410 0.09 -0.26 -0.05
N -2.4359 1.4978 -0.1408 0.52 -0.36 -0.32
C 0.1343 -2.0241 0.6897 0.03 -0.28 -0.27
H 1.4580 -2.1735 -4.4679 0.02 -0.06 0.01
C 1.4737 -3.3254 -2.6272 -0.04 -0.04 0.14
C 0.4875 -2.1764 -0.7853 -0.08 -0.01 0.33
H 0.3675 4.2591 2.3200 -0.05 0.02 -0.04
H -0.0543 3.4465 3.7855 0.02 0.01 0.01
C 1.1901 -2.2182 -3.4221 -0.12 0.19 -0.08
C 0.2303 0.1303 -3.5281 -0.11 0.27 0.16
H 1.9713 -4.1867 -3.0512 0.01 0.00 0.00


No. 6
27
Properties=species:S:1:pos:R:3:forces:R:3 method="wB97M-V/def2-TZVPD" s2=8.79 homo_ev="-10.75 / -14.12" multiplicity=6 homo_lumo_gap_ev="2.6 / 2.2" e_above_lowest_kj_mol=0.00 total_charge=+2
H -0.8582 1.2899 -5.2370 -0.14 0.00 0.48
H -0.9763 -1.1899 -5.3419 -0.14 -0.03 0.48
Mn 0.0000 0.0000 0.0000 -0.11 0.23 -2.24
N -0.0278 -0.1013 2.0661 0.58 -0.85 3.74
C 1.9028 -0.0902 -0.0013 1.82 -0.35 -0.22
H -1.2819 2.6323 3.3121 -0.23 -0.44 -0.13
H -1.8747 1.9427 1.7682 0.25 -0.26 0.57
H 0.9850 -1.3664 4.9086 -0.15 0.15 0.16
H -2.6382 1.4420 3.2997 0.46 0.15 -0.04
C -1.6736 1.7144 2.8249 0.11 -0.19 -0.03
H -0.7298 0.5463 5.1749 0.38 -0.40 -1.06
C -0.6917 0.5991 3.0291 -1.28 1.49 -1.41
O 0.1420 3.0334 0.3338 -0.08 -1.55 -0.37
N -0.3666 0.1791 4.2671 0.26 -0.39 1.56
O -0.1471 -3.0505 0.0760 0.07 1.54 -0.25
O 3.0543 -0.1456 0.0209 -1.69 0.09 -0.08
C 0.5216 -0.8114 4.1041 0.07 -0.15 2.95
C 0.0326 0.6888 -5.0909 0.08 1.44 -0.94
C -1.9021 0.0924 -0.0437 -1.71 0.27 -0.32
H 0.8617 -1.2782 -5.3218 0.13 -0.05 0.48
C -0.0332 -0.6905 -5.1493 -0.05 -1.36 -1.09
C 0.0888 1.8912 0.1868 -0.01 1.96 0.02
C -0.0914 -1.9001 0.0261 0.16 -1.96 -0.06
H 0.9798 1.2015 -5.2170 0.13 -0.01 0.48
C 0.7330 -0.9817 2.7577 -0.45 0.63 -2.49
O -3.0538 0.1476 -0.0470 1.62 -0.07 -0.03
H 1.4033 -1.7046 2.3135 -0.09 0.10 -0.17


No. 7
22
Properties=species:S:1:pos:R:3:forces:R:3 method="wB97M-V/def2-TZVPD" homo_ev=-9.05 smiles=N#Cc1ccc2c(c1)CNCC2 homo_lumo_gap_ev=9.2 e_above_lowest_kj_mol=193.38 total_charge=0
C -2.3136 0.5684 -0.7134 0.49 -0.44 0.04
H 2.9735 -1.8948 -0.9870 -0.22 1.12 1.43
H -0.5889 1.7450 1.9942 -0.17 0.62 0.56
H -1.4408 -0.7535 -2.2371 -0.43 0.33 0.16
H 0.5956 -2.1613 -1.6410 0.79 0.92 -0.02
H 1.5244 0.9839 1.9695 0.51 -0.06 -0.35
N -4.1567 2.5896 1.3846 0.64 -0.63 0.22
N 2.5189 -0.2326 0.4127 -0.79 1.41 0.42
C -2.1219 1.3091 0.4476 1.56 -0.20 1.04
C -1.3090 -0.2001 -1.3053 1.15 -0.42 0.68
C -0.8476 1.2888 1.0710 -0.13 -3.20 -1.94
H -3.3062 0.5417 -1.0759 -0.78 0.04 -0.72
H 1.3858 -0.7258 2.1751 -0.50 0.26 -1.00
C 1.3559 0.0694 1.3879 1.08 0.21 -1.05
H 1.8742 -2.2878 0.3225 0.20 0.98 0.03
H 2.4879 0.4881 -0.3576 0.25 -0.39 1.50
H 1.3498 -0.5823 -2.2257 0.07 -0.70 0.77
C -0.0588 -0.4160 -0.6564 -2.20 2.36 0.67
C -3.2300 1.9659 1.0850 -0.71 1.06 -0.77
C 1.0609 -1.1818 -1.3182 -1.79 -0.43 0.02
C 2.1741 -1.4144 -0.3104 0.45 -2.96 -2.08
C 0.0726 0.3005 0.5783 0.55 0.11 0.39


No. 8
22
Properties=species:S:1:pos:R:3:forces:R:3 method="wB97M-V/def2-TZVPD" homo_ev=-7.04 smiles=Nc1cccc2c(N)cccc12 homo_lumo_gap_ev=7.4 e_above_lowest_kj_mol=431.51 total_charge=0
N 1.2616 2.7783 0.4415 -3.19 0.60 -6.82
H 1.3110 2.0938 2.5088 -0.10 -2.43 -0.13
C 0.4826 0.0478 2.5249 -1.30 -2.88 2.76
C 1.0616 1.1227 1.9297 0.23 2.68 0.61
C -0.8289 -1.2732 -2.1584 -3.45 -3.92 4.72
C 0.8833 1.4289 0.6083 0.59 0.55 -0.43
H 0.5268 -0.1664 3.6465 -0.05 0.86 -1.56
H 0.6520 3.5738 0.0047 1.33 -2.73 0.80
H -0.4998 0.0731 -3.5910 0.13 0.46 -0.62
H -0.9908 -3.1226 0.5906 -1.07 -0.03 -1.58
C -0.1369 -0.7025 0.3477 -3.46 -0.52 -4.59
C -0.3934 -0.0887 -2.5383 3.39 3.86 -1.22
C -0.2952 -0.8332 1.8010 1.98 1.45 -2.55
H -1.3967 -1.9575 -2.9176 1.09 1.18 1.69
H 0.9413 1.6281 -2.4609 -0.80 -0.95 2.29
C -0.9437 -1.5462 -0.6620 2.29 0.54 0.07
C 0.4344 0.4540 -0.4100 1.03 2.58 3.61
H 1.6740 3.0823 1.2070 2.21 2.00 3.94
H -1.0207 -1.4625 2.2522 -0.18 -0.82 0.13
H -1.5398 -3.2354 -1.1534 -0.46 -0.43 2.84
C 0.4198 0.8529 -1.7829 -2.23 -2.97 -1.49
N -1.6027 -2.7476 -0.1886 2.02 0.91 -2.46


No. 9
22
Properties=species:S:1:pos:R:3:forces:R:3 method="wB97M-V/def2-TZVPD" homo_ev=-8.10 smiles=Cn1ccnc1-c1ccccc1 homo_lumo_gap_ev=8.9 e_above_lowest_kj_mol=302.69 total_charge=0
C -1.8848 0.1056 2.4042 -2.08 -0.85 2.82
H 2.6845 1.9248 -2.0457 2.08 2.22 -0.64
C 1.0799 1.3762 -0.9258 -1.69 -3.41 -1.44
H -0.6854 -2.4775 1.6123 -0.30 -1.21 -0.61
H -0.7562 -1.5638 -1.1050 2.26 1.91 -1.13
N -0.9047 -0.4404 1.6545 -2.44 5.66 -4.44
C 0.0779 -0.7394 -1.3966 -0.92 -0.21 1.22
H 0.8026 -1.3856 1.3328 -0.55 -0.84 -0.92
C 1.8983 1.2925 -1.9747 -0.63 -5.13 -1.43
H 2.5303 0.1018 -3.6584 0.02 -0.77 0.40
H 0.1869 -1.5323 2.7465 0.63 -0.71 3.48
C 1.0121 -0.8684 -2.4927 -3.23 -0.68 3.24
N -1.6002 1.5708 0.7217 0.70 -1.44 -0.24
C 1.9209 0.0357 -2.7523 1.55 5.41 -0.46
C -0.1760 -1.5758 1.7996 2.55 -0.41 -0.78
C 0.1203 0.4099 -0.5668 0.82 -2.38 -2.70
C -2.3147 1.3056 1.8549 1.28 -1.35 0.39
H -2.9871 2.0047 2.2920 -0.47 0.24 0.04
H 0.8857 -1.7238 -3.0178 -0.03 -2.52 -1.90
H -2.3364 -0.4673 3.3458 1.30 1.44 -2.23
C -0.8036 0.5228 0.5155 -1.29 0.23 3.50
H 1.2495 2.1242 -0.3441 0.44 4.81 3.81


No. 10
22
Properties=species:S:1:pos:R:3:forces:R:3 method="wB97M-V/def2-TZVPD" homo_ev=-8.50 smiles=c1ccncc1.c1ccncc1 homo_lumo_gap_ev=9.3 e_above_lowest_kj_mol=346.04 total_charge=0
H -0.0634 1.6056 -0.1289 -0.75 0.54 0.75
C 1.9148 -1.3331 -0.4163 0.46 0.20 0.03
H -3.0335 -2.0207 -0.0176 -1.24 -0.21 -0.14
C -1.1860 -1.3076 -0.0458 1.24 -1.25 -0.02
H 1.8382 1.4644 -2.0401 -0.26 -0.81 1.63
C 1.7677 1.3256 0.1381 2.63 1.16 1.64
H 1.7557 0.8294 2.2042 0.61 -0.55 -0.40
H 2.0064 -1.5827 1.7802 0.19 0.02 -0.79
H -4.1352 0.3764 -0.1387 0.66 -0.44 0.02
C 2.0082 -0.8988 0.9160 0.54 -1.65 0.27
C -2.5062 -1.0980 -0.0409 -1.63 -0.42 0.10
N -0.3136 -0.3410 0.0336 -1.18 0.73 0.33
C 1.9309 0.4249 1.1912 -0.78 1.92 0.63
C -2.1900 1.2390 -0.1209 2.81 -2.24 0.89
C -0.8073 0.8518 0.0614 -2.33 2.80 -1.85
H -0.7666 -2.3054 -0.1718 -0.19 -0.07 0.23
H 1.8147 2.4483 0.3833 -0.30 -1.86 -0.84
H 1.8499 -2.3863 -0.6428 0.16 -0.21 -0.02
H -2.4380 2.2393 -0.2937 -0.47 1.28 0.00
N 1.7887 -0.4974 -1.4612 1.13 -0.93 1.52
C 1.8119 0.7806 -1.1090 0.37 2.05 -3.82
C -3.0473 0.1858 -0.0801 -1.70 -0.07 -0.17


No. 11
23
Properties=species:S:1:pos:R:3:forces:R:3 method="wB97M-V/def2-TZVPD" homo_ev=-8.72 smiles=COc1ccc(-n2ccnc2)cc1 homo_lumo_gap_ev=9.4 e_above_lowest_kj_mol=253.15 total_charge=0
C 0.2642 0.3268 0.2841 -1.24 -1.28 1.43
O -0.9253 -1.8606 -3.0019 -0.71 -1.34 0.24
C -0.0434 2.1267 1.8193 1.42 1.92 2.59
C 0.8918 0.4455 -0.8680 1.36 -1.93 -4.76
N 0.6449 1.0917 1.3833 1.09 -2.07 0.23
H 2.5392 0.0045 2.1531 -1.58 1.01 -0.29
H 1.7776 0.9892 -1.0170 0.80 1.22 0.15
C -0.6918 -0.6549 0.4073 -1.23 -0.68 -2.69
H -2.3334 -3.0985 -3.8303 -0.12 0.83 1.20
N 0.5621 2.6445 2.9292 -2.13 -0.34 -2.61
C 1.7243 0.7792 2.2511 -0.09 1.09 -0.43
C -0.5157 -1.2574 -1.8603 -1.44 -0.42 -0.36
C 0.5559 -0.4102 -1.9598 1.17 0.86 -0.95
H -1.1859 -0.8189 1.2741 -1.16 -0.13 3.02
C 1.6112 1.8389 3.1082 1.43 0.81 1.95
H -2.9144 -1.8292 -2.5424 0.73 -2.48 0.13
C -1.2252 -1.4088 -0.6651 1.78 1.06 1.33
H -1.8959 -3.5495 -2.2321 -0.47 -0.06 1.28
H 1.0760 -0.4582 -2.9966 -0.71 0.56 2.13
H -2.0559 -2.0930 -0.4786 0.51 0.36 -0.16
H -0.8309 2.6122 1.2848 -0.45 -0.22 -0.18
H 2.2456 2.2991 3.8578 0.59 -1.21 0.19
C -2.1493 -2.6734 -2.7912 0.45 2.43 -3.43


No. 12
23
Properties=species:S:1:pos:R:3:forces:R:3 method="wB97M-V/def2-TZVPD" homo_ev="-6.98 / -8.30" homo_lumo_gap_ev="6.4 / 7.8" e_above_lowest_kj_mol=567.33 total_charge=0
H -0.4190 1.4000 3.2021 -0.41 -0.68 -0.31
H -1.9730 -0.9916 -3.0385 -1.74 -0.99 -1.60
C 1.0697 1.1103 1.7598 0.55 -0.40 -0.66
C -1.1770 0.1806 1.3332 0.06 1.06 1.32
H 1.9130 1.4125 2.3682 -0.38 0.50 0.39
C -1.7550 -0.5013 -0.9839 0.23 0.34 -1.47
C -1.3805 -0.5975 -2.3052 2.88 2.24 -0.12
H 1.0781 -2.5945 2.5078 0.19 0.12 -0.58
H -2.7126 -0.7716 -0.6069 -0.64 -0.44 0.01
N 1.7918 -1.5836 1.0386 -0.63 2.84 0.41
C 1.4965 0.6912 0.4228 1.07 0.32 1.83
H 2.5866 0.9659 0.0699 -2.48 -0.77 0.67
C -0.1996 0.9472 2.2301 1.50 0.46 -1.79
N 1.1794 -1.6322 2.1145 0.64 -1.38 -0.23
H 0.1861 -0.0549 -3.8349 -0.59 0.06 0.60
C -0.8746 0.0926 -0.1408 2.87 0.69 2.55
O 2.2728 -2.2429 0.1629 0.05 -1.35 0.25
H 1.7898 0.5858 -2.1525 0.83 -0.04 -0.25
H -2.1698 0.6198 1.5156 -0.02 -0.81 -0.05
C 0.4768 0.3658 -0.4998 -0.82 -0.57 -1.68
C 0.8273 0.2398 -1.8630 0.28 1.61 1.65
H -1.0163 -0.8428 1.7139 -0.91 0.06 0.08
C -0.1122 -0.0092 -2.7720 -2.53 -2.88 -1.03